[1]
Here is 6 unconnected molecules or ions with the total composition C47H42F7NO9S in a non-equilibrium geometry from the OMol25 dataset. Energies are from ωB97M-V/def2-TZVPD.

```
107
C47H42F7NO9S ωB97M-V/def2-TZVPD
N -2.50 -4.64 4.96
C -1.77 -5.32 4.18
C -1.65 -4.99 2.72
C -1.18 -3.53 2.48
C -2.44 -2.67 2.52
O -2.21 -1.46 3.21
C -3.11 -0.46 2.93
C -3.86 0.05 3.98
C -4.76 1.09 3.79
C -4.93 1.64 2.52
C -4.20 1.12 1.46
C -3.30 0.07 1.66
O -0.22 -3.27 3.55
C 0.91 -3.89 3.17
O 1.86 -4.11 3.81
O 0.82 -4.24 1.80
C -0.17 -3.36 1.35
C 0.32 -1.92 1.10
O -0.47 -1.03 1.07
C 1.78 -1.57 0.79
F 2.65 -2.53 1.12
F 1.84 -1.42 -0.56
C 2.26 -0.21 1.41
F 3.62 -0.27 1.40
F 1.91 0.82 0.64
C 1.84 0.03 2.87
F 1.73 -1.15 3.50
F 0.66 0.68 2.91
C 2.84 0.92 3.66
O 3.05 0.70 4.80
O 3.35 1.96 2.97
S -0.79 -3.91 -0.29
O 0.34 -3.99 -1.14
O -1.63 -5.04 -0.14
F -1.68 -2.74 -0.75
H -2.43 -5.02 5.90
H -1.18 -6.15 4.56
H -2.63 -5.17 2.30
H -1.00 -5.73 2.27
H -3.23 -3.20 3.05
H -2.81 -2.50 1.51
H -3.73 -0.37 4.97
H -5.33 1.47 4.62
H -5.61 2.47 2.36
H -4.32 1.54 0.48
H -2.75 -0.31 0.81
H 4.31 1.86 3.03
C 4.20 -3.70 -1.30
C 4.40 -4.61 -2.33
C 5.69 -4.94 -2.73
C 6.78 -4.37 -2.09
C 6.58 -3.46 -1.06
C 5.29 -3.13 -0.66
H 3.20 -3.45 -1.00
H 3.55 -5.06 -2.83
H 5.84 -5.64 -3.54
H 7.78 -4.63 -2.39
H 7.43 -3.02 -0.55
H 5.14 -2.42 0.14
C 1.85 6.69 5.24
C 2.33 5.43 5.56
C 2.52 4.48 4.56
C 2.23 4.79 3.24
C 1.75 6.05 2.92
C 1.55 7.00 3.92
H 1.70 7.42 6.02
H 2.57 5.18 6.59
H 2.90 3.50 4.82
H 2.38 4.06 2.46
H 1.52 6.29 1.89
H 1.16 7.98 3.67
C -1.39 5.48 -2.57
C -0.67 4.71 -1.66
C -0.66 5.05 -0.31
C -1.39 6.15 0.13
C -2.11 6.91 -0.78
C -2.11 6.58 -2.13
H -1.39 5.21 -3.62
H -0.11 3.85 -2.00
H -0.10 4.46 0.39
H -1.38 6.41 1.18
H -2.67 7.77 -0.44
H -2.67 7.17 -2.83
C 1.77 -2.91 -6.36
C 1.80 -2.78 -4.98
C 0.68 -3.12 -4.23
C -0.46 -3.60 -4.87
C -0.48 -3.73 -6.25
C 0.63 -3.38 -7.00
H 2.65 -2.64 -6.95
H 2.69 -2.42 -4.49
H 0.69 -3.02 -3.16
H -1.33 -3.87 -4.28
H -1.37 -4.10 -6.74
H 0.61 -3.48 -8.08
C -3.48 2.04 -6.33
C -2.75 1.29 -5.42
C -2.75 1.63 -4.08
C -3.48 2.73 -3.64
C -4.21 3.48 -4.55
C -4.21 3.14 -5.90
H -3.49 1.77 -7.38
H -2.19 0.43 -5.76
H -2.17 1.05 -3.37
H -3.47 3.00 -2.59
H -4.78 4.34 -4.21
H -4.78 3.73 -6.60
```

Its total charge is 0. As for the multiplicity: 1. The calculation puts the LUMO energy at -1.094 eV. The SMILES is [H]/N=C/C[C@@]1(COc2ccccc2)OC(=O)O[C@@]1(C(=O)C(F)(F)C(F)(F)C(F)(F)C(=O)O)S(=O)(=O)F.c1ccccc1.c1ccccc1.c1ccccc1.c1ccccc1.c1ccccc1. The HOMO-LUMO gap is 8.008 eV. As for the calculated total energy: -99192.537 eV. The HOMO energy is -9.10 eV.

Mulliken atomic charge list, values in e, 8 entries: -0.489 -0.394 -1.538 1.108 -1.415 -0.150 -0.090 -0.154

***

[2]
Here is a molecular structure, C47H43B2F6N2O2P2Re in a non-equilibrium geometry from the OMol25 dataset. Energies are from ωB97M-V/def2-TZVPD.

```
105
C47H43B2F6N2O2P2Re ωB97M-V/def2-TZVPD
Re 0.36 -0.16 0.53
C 2.17 -3.04 -0.33
N 3.48 -2.53 -0.04
C 3.67 -1.16 0.36
P 2.52 0.10 -0.38
C 3.21 1.59 0.38
C 4.08 2.48 -0.23
C 4.58 3.55 0.49
C 4.22 3.75 1.81
C 3.33 2.87 2.42
C 2.83 1.80 1.71
C 2.82 0.07 -2.17
C 3.77 -0.74 -2.78
C 3.88 -0.72 -4.16
C 3.06 0.09 -4.93
C 2.11 0.90 -4.31
C 1.98 0.88 -2.93
C 4.57 -3.40 -0.02
C 5.68 -3.16 0.78
C 6.75 -4.04 0.80
C 6.73 -5.19 0.02
C 5.63 -5.43 -0.79
C 4.57 -4.55 -0.83
P 0.72 -2.46 0.70
C 0.87 -3.01 2.42
C -0.29 -2.91 3.20
C -0.23 -3.16 4.56
C 0.98 -3.48 5.16
C 2.14 -3.54 4.39
C 2.09 -3.31 3.03
C -0.55 -3.42 -0.17
C -1.11 -4.61 0.26
C -2.01 -5.27 -0.56
C -2.35 -4.76 -1.80
C -1.80 -3.56 -2.23
C -0.91 -2.89 -1.42
H 2.19 -4.13 -0.25
H 1.85 -2.77 -1.35
H 4.69 -0.85 0.10
H 3.55 -1.03 1.46
H 4.37 2.34 -1.27
H 5.25 4.25 0.00
H 4.62 4.58 2.37
H 3.03 3.02 3.45
H 2.13 1.10 2.17
H 4.41 -1.38 -2.21
H 4.62 -1.35 -4.64
H 3.16 0.10 -6.00
H 1.46 1.52 -4.91
H 1.26 1.52 -2.44
H 5.72 -2.29 1.42
H 7.59 -3.82 1.43
H 7.56 -5.88 0.04
H 5.60 -6.30 -1.42
H 3.75 -4.74 -1.50
H -1.22 -2.63 2.73
H -1.13 -3.08 5.15
H 1.02 -3.67 6.22
H 3.08 -3.76 4.86
H 2.99 -3.35 2.45
H -0.86 -5.01 1.23
H -2.44 -6.21 -0.24
H -3.05 -5.29 -2.43
H -2.05 -3.16 -3.20
H -0.47 -1.94 -1.73
F -1.38 3.22 -0.93
B -0.24 3.30 -0.17
F -0.02 1.89 0.35
F 0.86 3.58 -0.91
F -0.40 4.07 0.93
F -3.16 -0.69 -1.94
B -3.15 -0.50 -0.65
F -3.99 -1.23 0.07
C -5.98 4.68 -3.91
C -5.50 4.79 -2.50
C -5.54 6.02 -1.85
C -5.04 6.17 -0.57
C -4.50 5.09 0.10
C -4.50 3.84 -0.52
N -3.93 2.72 0.11
C -4.02 2.37 1.41
C -4.99 2.96 2.26
C -5.04 2.68 3.60
C -4.13 1.79 4.18
C -3.21 1.16 3.39
C -3.17 1.38 1.99
C -2.22 0.59 1.30
O -1.27 0.01 1.81
O -2.33 0.39 -0.10
C -4.98 3.68 -1.82
C -4.93 2.33 -2.49
H -6.22 5.67 -4.31
H -6.89 4.07 -3.96
H -5.23 4.22 -4.54
H -5.96 6.87 -2.37
H -5.03 7.15 -0.11
H -4.04 5.22 1.07
H -3.21 2.28 -0.45
H -5.70 3.64 1.82
H -5.78 3.16 4.22
H -4.16 1.59 5.23
H -2.51 0.45 3.80
H -4.95 1.53 -1.76
H -4.02 2.24 -3.07
H -5.77 2.20 -3.16
```

Its total charge is +1. The relative energy (zero: lowest compared OMol25 entry of this formula, charge and spin) comes out at 2.261 eV. As for the multiplicity: 4. The calculation puts the LUMO energy (alpha / beta) at -3.090 / -3.902 eV. The HOMO-LUMO gap (alpha / beta) is 7.025 / 6.190 eV. As for the calculated total energy: -94882.970 eV. The HOMO energy (alpha / beta) is -10.11 / -10.09 eV.

Mulliken atomic charge list, values in e, 8 entries: 1.237 -1.841 0.959 -1.942 1.874 0.828 -0.616 -0.712

***

[3]
Here is a molecular structure, C47H44Cl76IN3O4S in a non-equilibrium geometry from the OMol25 dataset. Energies are from ωB97M-V/def2-TZVPD.

```
176
C47H44Cl76IN3O4S ωB97M-V/def2-TZVPD
C 9.49 -1.54 1.37
C 9.00 -0.47 0.33
O 7.75 -0.82 -0.30
C 7.79 -0.59 -1.72
C 6.47 -1.22 -2.31
C 5.25 -0.20 -2.28
C 4.06 -0.75 -1.35
C 2.70 -0.25 -2.01
C 1.51 0.00 -1.01
C 0.81 1.39 -1.08
O 1.26 2.38 -1.95
C 1.69 3.59 -1.30
C 2.77 3.44 -0.16
C 2.14 3.26 1.31
C 3.92 2.38 -0.45
C 5.37 2.88 -0.04
C 5.88 4.09 -0.93
C 5.49 3.16 1.53
C -0.35 1.61 -0.19
C -1.22 2.91 -0.15
C -2.76 2.45 -0.36
C -3.70 2.76 0.87
C -5.00 1.81 0.72
N -4.88 0.54 1.49
C -5.82 0.45 2.59
C -5.19 0.07 4.00
O -7.02 0.65 2.46
C -0.74 0.51 0.77
N -1.74 0.51 1.70
S -1.87 -0.87 2.59
N -0.60 -1.68 1.81
C -0.06 -0.86 0.86
C 1.08 -1.07 -0.10
C 1.79 -2.49 -0.07
C 0.77 -3.69 0.00
O 1.05 -4.60 0.74
I -1.07 -3.72 -1.13
H 9.75 -2.53 0.89
H 8.77 -1.69 2.23
H 10.45 -1.16 1.85
H 9.78 -0.23 -0.46
H 8.82 0.51 0.89
H 8.66 -1.16 -2.17
H 7.83 0.51 -1.99
H 6.24 -2.15 -1.72
H 6.59 -1.55 -3.39
H 5.53 0.86 -2.03
H 4.80 -0.17 -3.32
H 4.18 -0.48 -0.27
H 4.15 -1.87 -1.42
H 2.82 0.65 -2.67
H 2.36 -1.08 -2.71
H 2.17 4.22 -2.11
H 0.86 4.23 -0.88
H 3.30 4.45 -0.10
H 2.10 2.17 1.60
H 2.87 3.75 2.03
H 1.16 3.80 1.43
H 3.90 2.11 -1.54
H 3.71 1.50 0.23
H 6.08 2.02 -0.24
H 5.61 3.95 -2.02
H 5.48 5.04 -0.50
H 7.01 4.11 -0.83
H 5.21 4.22 1.75
H 4.84 2.41 2.07
H 6.56 2.94 1.82
H -1.17 3.47 0.83
H -1.02 3.61 -1.01
H -2.83 1.37 -0.69
H -3.19 3.04 -1.24
H -4.11 3.81 0.81
H -3.20 2.61 1.87
H -5.02 1.51 -0.37
H -5.95 2.37 0.91
H -5.00 -0.28 0.88
H -4.35 0.81 4.15
H -5.98 0.13 4.79
H -4.79 -0.98 3.90
H 2.56 -2.50 0.75
H 2.29 -2.59 -1.08
C -3.73 -4.54 1.77
Cl -4.62 -5.34 0.46
Cl -3.47 -2.83 1.35
Cl -4.67 -4.64 3.27
Cl -2.16 -5.33 1.98
C 6.09 -5.28 -2.50
Cl 5.17 -4.36 -1.30
Cl 5.52 -4.87 -4.13
Cl 7.81 -4.89 -2.36
Cl 5.86 -7.02 -2.22
C -5.05 -0.43 -3.40
Cl -4.20 -0.92 -4.88
Cl -4.76 1.29 -3.10
Cl -6.78 -0.72 -3.60
Cl -4.44 -1.39 -2.03
C 2.85 3.11 -5.30
Cl 2.31 4.78 -5.03
Cl 3.17 2.86 -7.02
Cl 4.33 2.81 -4.37
Cl 1.58 1.99 -4.76
C -7.55 0.44 8.05
Cl -8.93 -0.48 8.67
Cl -8.04 1.29 6.57
Cl -7.02 1.62 9.26
Cl -6.21 -0.66 7.68
C -3.68 3.49 10.84
Cl -1.98 3.91 11.11
Cl -4.58 4.94 10.35
Cl -3.79 2.27 9.56
Cl -4.38 2.85 12.34
C 7.29 7.63 0.38
Cl 5.53 7.47 0.31
Cl 7.72 9.07 1.32
Cl 7.99 6.19 1.15
Cl 7.94 7.79 -1.27
C -4.75 -5.23 -4.43
Cl -3.93 -6.54 -5.31
Cl -5.88 -4.41 -5.53
Cl -5.65 -5.91 -3.06
Cl -3.55 -4.07 -3.84
C -6.20 -9.30 1.79
Cl -6.55 -10.30 3.22
Cl -4.84 -10.00 0.90
Cl -7.63 -9.25 0.75
Cl -5.78 -7.66 2.31
C -1.96 -3.38 6.36
Cl -3.47 -2.45 6.51
Cl -0.59 -2.36 6.82
Cl -2.03 -4.79 7.43
Cl -1.77 -3.92 4.68
C 0.37 1.11 -9.59
Cl 2.10 1.14 -9.98
Cl -0.54 2.02 -10.81
Cl -0.20 -0.57 -9.57
Cl 0.11 1.84 -8.00
C -8.46 0.00 13.02
Cl -9.83 0.59 12.06
Cl -7.42 1.36 13.48
Cl -9.07 -0.80 14.48
Cl -7.52 -1.16 12.06
C 5.78 -11.06 -2.52
Cl 5.89 -9.99 -1.11
Cl 4.16 -10.95 -3.23
Cl 6.98 -10.57 -3.73
Cl 6.10 -12.73 -2.03
C 6.29 4.49 -8.95
Cl 6.41 5.59 -7.56
Cl 4.67 4.61 -9.65
Cl 7.50 4.94 -10.16
Cl 6.57 2.82 -8.41
C -9.91 -2.68 -5.97
Cl -10.27 -3.68 -4.56
Cl -8.53 -3.37 -6.84
Cl -11.32 -2.63 -7.04
Cl -9.51 -1.03 -5.44
C 2.46 4.49 11.53
Cl 3.25 3.96 10.03
Cl 2.79 6.21 11.80
Cl 0.71 4.23 11.40
Cl 3.10 3.54 12.89
C 0.55 -1.10 -13.63
Cl -0.98 -0.21 -13.53
Cl 1.89 -0.05 -13.14
Cl 0.48 -2.51 -12.57
Cl 0.80 -1.63 -15.30
C -7.12 7.90 12.16
Cl -7.98 8.88 13.36
Cl -7.71 8.30 10.53
Cl -5.38 8.24 12.26
Cl -7.40 6.18 12.48
C -6.64 -4.04 -10.81
Cl -5.79 -4.52 -12.29
Cl -6.35 -2.32 -10.50
Cl -8.38 -4.33 -11.01
Cl -6.03 -5.00 -9.45
```

Its total charge is 0. As for the multiplicity: 1. The calculation puts the LUMO energy at -0.807 eV. The HOMO-LUMO gap is 7.501 eV. As for the calculated total energy: -1032741.832 eV. The HOMO energy is -8.31 eV.

Mulliken atomic charge list, values in e, 8 entries: -1.030 -0.300 -0.264 -0.578 -0.167 0.226 0.560 -1.580

***

[4]
Here is a molecular structure, C47H44HfN8O3S4 in a non-equilibrium geometry from the OMol25 dataset. Energies are from ωB97M-V/def2-TZVPD.

```
107
C47H44HfN8O3S4 ωB97M-V/def2-TZVPD
Hf 0.51 0.02 -0.11
C 4.56 1.25 -2.05
C 3.11 0.88 -2.04
N 2.40 1.15 -0.97
N 3.16 1.84 -0.04
C 2.67 2.15 1.10
S 1.12 1.81 1.76
S 3.79 3.16 2.07
C 3.19 4.80 1.50
C 3.71 5.14 0.14
C 4.97 5.70 -0.02
C 5.43 6.05 -1.28
C 4.64 5.82 -2.40
C 3.40 5.22 -2.25
C 2.93 4.88 -0.99
C 2.48 0.32 -3.23
C 3.17 0.26 -4.46
C 2.54 -0.09 -5.63
C 1.17 -0.37 -5.62
C 0.49 -0.37 -4.43
C 1.13 -0.09 -3.21
O 0.45 -0.24 -2.10
H 4.67 2.31 -1.79
H 5.05 1.06 -3.00
H 5.07 0.69 -1.26
H 3.57 5.49 2.26
H 2.11 4.77 1.54
H 5.58 5.87 0.86
H 6.41 6.50 -1.39
H 4.99 6.12 -3.38
H 2.79 5.03 -3.13
H 1.96 4.41 -0.88
H 4.22 0.50 -4.50
H 3.10 -0.13 -6.55
H 0.65 -0.57 -6.54
H -0.57 -0.60 -4.39
C -4.68 -1.88 1.60
C -5.36 -2.17 0.29
C -6.75 -2.08 0.18
C -7.39 -2.33 -1.03
C -6.65 -2.69 -2.14
C -5.28 -2.79 -2.05
C -4.63 -2.52 -0.85
N -3.21 -2.61 -0.81
C -2.35 -1.55 -0.63
N -2.95 -0.35 -0.74
C -2.50 0.99 -0.76
C -1.17 1.36 -0.53
C -0.90 2.73 -0.65
C -1.87 3.67 -0.92
C -3.18 3.27 -1.11
C -3.52 1.93 -1.03
C -4.95 1.50 -1.25
N -1.08 -1.75 -0.42
C -0.72 -3.14 -0.31
C -0.84 -3.80 0.91
C -0.55 -5.15 1.03
C -0.14 -5.86 -0.08
C -0.05 -5.23 -1.31
C -0.37 -3.88 -1.46
C -0.40 -3.25 -2.82
H -5.32 -2.17 2.43
H -4.47 -0.81 1.69
H -3.73 -2.40 1.68
H -7.33 -1.82 1.05
H -8.47 -2.23 -1.09
H -7.15 -2.90 -3.08
H -4.69 -3.08 -2.92
H -2.79 -3.52 -0.82
H -3.94 -0.43 -0.92
H 0.12 3.07 -0.51
H -1.61 4.73 -0.99
H -3.95 4.00 -1.34
H -5.58 2.37 -1.41
H -5.35 0.97 -0.38
H -5.06 0.85 -2.12
H -1.18 -3.25 1.78
H -0.64 -5.63 1.99
H 0.11 -6.91 0.00
H 0.25 -5.79 -2.19
H 0.15 -3.85 -3.54
H 0.04 -2.26 -2.77
H -1.42 -3.13 -3.18
N 3.45 -0.24 7.30
C 3.18 -0.61 6.00
C 2.65 -1.88 5.72
C 2.36 -2.24 4.42
C 2.62 -1.35 3.38
C 3.21 -0.13 3.64
C 3.48 0.25 4.94
S 1.94 -1.75 1.81
O 2.53 -0.99 0.69
O 1.98 -3.17 1.66
N 0.46 -1.15 1.73
C -0.53 -0.81 2.57
S -0.78 -1.38 4.21
C -2.21 -0.39 4.29
C -2.38 0.26 3.13
N -1.45 0.02 2.16
H 2.98 -0.75 8.03
H 3.55 0.75 7.48
H 2.45 -2.57 6.53
H 1.92 -3.20 4.19
H 3.47 0.53 2.83
H 3.92 1.22 5.13
H -2.80 -0.36 5.19
H -3.17 0.97 2.92
```

Its total charge is 0. The relative energy (zero: lowest compared OMol25 entry of this formula, charge and spin) comes out at 0.000 eV. As for the multiplicity: 1. The calculation puts the LUMO energy at -0.009 eV. The HOMO-LUMO gap is 7.562 eV. As for the calculated total energy: -112168.950 eV. The HOMO energy is -7.57 eV.

Mulliken atomic charge list, values in e, 8 entries: 0.861 -1.400 0.755 0.761 -0.748 0.037 -0.340 -0.061

***

- Which value of calculated total energy does entry 3 give?
  -1032741.832 eV

***

- Among the records above, which one has the highest total charge?
  C47H43B2F6N2O2P2Re

***

- Which value of calculated total energy does entry 2 give?
  -94882.970 eV